The following is a DFT calculation (wB97M-V/def2-TZVPD) of a molecular structure, C32H60BN5O8SSi4TeV in a non-equilibrium geometry.

Structure (ORCA input):
```
! wB97M-V def2-TZVPD RIJCOSX def2/J DEFGRID3
* xyz 2 2
V -0.477 -0.035 0.044
C -3.334 6.231 -3.069
O -3.393 5.033 -2.313
C -2.308 4.250 -2.221
C -1.055 4.506 -2.808
C -0.038 3.600 -2.681
C -0.177 2.408 -1.941
C 0.860 1.427 -1.855
C 2.181 1.628 -2.551
O 0.684 0.361 -1.213
C -1.433 2.176 -1.291
O -1.634 1.106 -0.572
C -2.467 3.099 -1.463
H -4.353 6.610 -3.098
H -2.993 6.036 -4.087
H -2.694 6.970 -2.584
H -0.886 5.411 -3.368
H 0.908 3.812 -3.151
H 2.677 2.510 -2.151
H 2.056 1.764 -3.623
H 2.807 0.756 -2.373
H -3.420 2.933 -0.983
C 4.862 -2.459 -1.341
O 4.221 -1.623 -0.390
C 2.898 -1.597 -0.245
O 2.405 -0.835 0.559
N 2.161 -2.420 -1.040
N 0.765 -2.446 -0.872
H 5.915 -2.190 -1.294
H 4.489 -2.274 -2.349
H 4.759 -3.515 -1.079
H 2.601 -3.218 -1.486
H 0.475 -3.142 -0.182
H 0.320 -2.640 -1.766
O -0.066 -0.683 1.829
N 0.356 0.442 1.439
C 2.122 4.186 4.979
Si 3.634 3.045 4.731
C 4.682 3.017 6.325
C 4.710 3.676 3.277
Si 2.779 0.830 4.131
Te 1.684 1.721 1.955
Si 1.156 -0.248 5.593
C 0.575 -1.974 5.015
C 2.144 -0.350 7.223
C -0.366 0.897 5.779
Si 4.660 -0.638 3.513
C 5.650 0.122 2.071
C 5.732 -0.748 5.088
C 3.937 -2.351 3.071
H 2.413 5.219 5.136
H 1.540 3.885 5.844
H 1.467 4.160 4.112
H 5.118 3.994 6.514
H 5.500 2.308 6.265
H 4.086 2.760 7.193
H 4.745 4.760 3.240
H 4.317 3.331 2.324
H 5.734 3.329 3.362
H 1.389 -2.692 5.016
H 0.165 -1.935 4.009
H -0.198 -2.361 5.673
H 2.889 -1.138 7.187
H 1.496 -0.560 8.068
H 2.663 0.580 7.432
H -0.849 1.071 4.820
H -0.093 1.862 6.194
H -1.104 0.456 6.442
H 6.148 1.041 2.369
H 4.997 0.348 1.234
H 6.418 -0.555 1.708
H 6.169 0.212 5.337
H 6.553 -1.448 4.965
H 5.155 -1.077 5.945
H 3.080 -2.237 2.416
H 3.610 -2.888 3.956
H 4.665 -2.978 2.563
C -6.574 0.741 1.618
N -5.274 0.169 1.906
C -4.296 0.056 1.024
N -4.435 0.491 -0.214
S -2.784 -0.637 1.571
H -7.140 0.813 2.540
H -7.136 0.111 0.926
H -6.468 1.741 1.196
H -5.098 -0.182 2.835
H -5.312 0.844 -0.560
H -3.640 0.425 -0.841
C -4.732 -3.067 -5.710
C -4.519 -4.249 -4.759
C -5.885 -4.630 -4.159
C -3.960 -5.430 -5.564
C -3.639 -3.913 -3.565
C -3.097 -4.938 -2.782
C -2.462 -4.721 -1.567
C -2.374 -3.418 -1.119
O -1.906 -2.894 0.066
B -2.099 -1.517 -0.019
O -2.660 -1.191 -1.271
C -2.849 -2.384 -1.926
C -3.478 -2.597 -3.135
H -5.342 -3.390 -6.551
H -3.789 -2.694 -6.101
H -5.263 -2.255 -5.220
H -6.606 -4.829 -4.949
H -6.260 -3.814 -3.544
H -5.801 -5.517 -3.535
H -4.514 -5.535 -6.495
H -4.054 -6.369 -5.024
H -2.912 -5.272 -5.808
H -3.193 -5.955 -3.121
H -2.100 -5.549 -0.982
H -3.850 -1.760 -3.699
*
```

The expectation value of S² is 1.00. The lowest unoccupied orbital energy (spin up / spin down) is -5.59 / -6.21 eV.


The following is a DFT calculation (wB97M-V/def2-TZVPD) of a single C5H6O molecule.

Structure (ORCA input):
```
! wB97M-V def2-TZVPD RIJCOSX def2/J DEFGRID3
* xyz 0 1
C 1.497 0.588 -1.340
C 1.221 0.122 0.076
C -0.836 0.107 1.174
O -0.143 -0.343 0.161
C -2.141 -0.495 1.148
C -3.263 -0.930 1.299
H 2.570 0.774 -1.468
H 0.952 1.511 -1.567
H 1.193 -0.181 -2.059
H 1.352 0.911 0.824
H 1.844 -0.738 0.342
H -4.248 -1.326 1.411
*
```

The lowest unoccupied orbital energy is 0.04 eV.


The following is a DFT calculation (wB97M-V/def2-TZVPD) of 3 unconnected molecules or ions with the total composition C6H14O2 in a non-equilibrium geometry.

Structure (ORCA input):
```
! wB97M-V def2-TZVPD RIJCOSX def2/J DEFGRID3
* xyz 0 1
C 0.230 2.712 -0.999
C 0.003 1.402 -0.974
C 1.108 0.399 -1.200
C 0.773 -0.958 -0.594
C 1.436 -1.362 0.487
C -0.469 -1.590 -1.109
H 1.235 3.121 -1.060
H -0.533 3.455 -1.214
H -1.029 1.112 -0.851
H 2.035 0.797 -0.777
H 1.364 0.229 -2.255
H 1.274 -2.250 1.078
H 2.209 -0.755 0.947
H -1.338 -1.124 -0.621
H -0.626 -2.657 -1.006
H -0.629 -1.332 -2.164
O -0.858 -1.929 2.683
H -0.263 -2.551 2.323
H -0.326 -1.183 3.029
O -1.750 1.384 1.798
H -2.206 0.841 1.144
H -1.642 2.237 1.338
*
```

The structure (SMILES) is C=CCC(=C)C.O.O. The lowest unoccupied orbital energy is 0.79 eV.


The following is a DFT calculation (wB97M-V/def2-TZVPD) of a single C3H4F2 molecule in a non-equilibrium geometry.

Structure (ORCA input):
```
! wB97M-V def2-TZVPD RIJCOSX def2/J DEFGRID3
* xyz 0 1
F -1.791 -0.621 -0.039
C -0.774 0.107 -0.411
F -1.008 0.711 -1.399
C 0.577 -0.710 -0.091
C 0.173 0.638 0.575
H 0.327 -1.451 0.581
H 1.667 -0.853 -0.728
H 0.803 1.454 -0.165
H 0.025 0.725 1.677
*
```

The structure (SMILES) is FC1(F)CC1. The lowest unoccupied orbital energy is 1.08 eV.


In the order shown, the computed ΔE to the lowest compared entry with this formula, charge and spin values come out to 704.6; 405.0; 228.5; 261.6 kJ/mol.